An isolated molecule of C4H11N5, computed with ωB97M-V/def2-TZVPD.

Atoms and positions in Å:
C  1.646  1.503  -0.517
C  0.629  -1.681  1.028
N  0.217  -0.735  -1.353
C  -0.913  -0.258  -0.620
C  0.531  -0.502  0.084
N  -1.213  1.608  0.432
N  -1.959  -1.128  -0.180
N  -1.194  1.105  -0.785
N  1.149  0.643  0.531
H  0.138  -1.725  -1.569
H  -0.098  1.312  0.895
H  -1.389  2.611  0.380
H  -2.850  -0.821  -0.551
H  -2.031  -1.191  0.828
H  2.146  2.362  -0.069
H  2.341  0.964  -1.167
H  0.826  1.840  -1.183
H  0.396  -1.368  2.046
H  -0.032  -2.498  0.744
H  1.659  -2.041  1.025

Its total charge is 0. The value obtained for the LUMO energy (alpha / beta) is -0.3064 / -0.3073 eV. The calculation puts the molar mass at 129.2 g/mol. The value obtained for the highest occupied orbital energy (alpha / beta) is -8.039 / -8.039 eV.



C36H29BrI2N3O4PSTc as an isolated structure, computed with ωB97M-V/def2-TZVPD.

Atoms and positions in Å:
Tc  -0.266  0.925  -0.143
I  3.722  4.314  5.695
C  3.075  3.200  4.059
C  3.283  1.819  4.107
C  2.627  1.000  3.209
I  2.927  -1.071  3.296
C  1.709  1.555  2.253
O  0.837  0.779  1.608
C  1.664  2.968  2.113
C  0.745  3.632  1.087
N  0.606  2.887  -0.170
C  -0.010  3.764  -1.297
C  -1.145  3.057  -1.963
C  -2.072  3.790  -2.710
C  -3.083  3.161  -3.436
C  -3.157  1.740  -3.321
C  -2.265  1.063  -2.500
N  -1.355  1.675  -1.711
C  2.311  3.763  3.041
H  3.909  1.418  4.886
H  1.062  4.705  0.959
H  -0.312  3.695  1.489
H  1.612  2.703  -0.438
H  0.735  4.011  -2.078
H  -0.363  4.693  -0.850
H  -1.959  4.878  -2.753
H  -3.748  3.716  -4.086
H  -3.923  1.189  -3.844
H  -2.319  -0.015  -2.406
H  2.228  4.838  2.986
O  3.204  0.689  -2.963
S  2.693  0.732  -1.596
O  3.149  1.826  -0.742
O  1.185  0.793  -1.764
C  3.043  -0.825  -0.767
C  4.386  -1.033  -0.517
C  4.796  -2.259  -0.028
C  3.850  -3.255  0.250
C  2.488  -2.999  0.056
C  2.044  -1.747  -0.379
P  0.256  -1.403  -0.606
C  -0.531  -2.606  0.546
C  -1.057  -3.843  0.168
C  -1.650  -4.627  1.157
C  -1.738  -4.208  2.476
C  -1.279  -2.969  2.841
C  -0.688  -2.144  1.852
C  -0.189  -2.121  -2.249
C  -1.499  -2.510  -2.543
C  -1.792  -3.094  -3.764
C  -0.813  -3.239  -4.764
C  0.457  -2.696  -4.523
C  0.769  -2.173  -3.266
H  5.057  -0.205  -0.708
H  5.837  -2.404  0.211
H  4.124  -4.235  0.653
H  1.747  -3.755  0.238
H  -1.007  -4.219  -0.849
H  -2.073  -5.587  0.885
H  -2.223  -4.839  3.237
H  -1.380  -2.589  3.843
H  -0.354  -1.160  2.159
H  -2.301  -2.537  -1.795
H  -2.793  -3.474  -3.886
H  -1.087  -3.744  -5.687
H  1.260  -2.779  -5.276
H  1.736  -1.746  -3.090
Br  -5.335  0.476  4.271
C  -4.005  0.754  2.927
C  -2.834  1.465  3.263
C  -1.819  1.520  2.340
N  -1.901  0.974  1.056
C  -3.044  0.301  0.745
C  -4.098  0.193  1.640
H  -2.695  1.902  4.246
H  -0.869  1.973  2.550
H  -3.091  -0.136  -0.239
H  -5.012  -0.291  1.311

Its total charge is +2. Its expectation value of S² is 3.78. The value obtained for the LUMO energy (alpha / beta) is -5.4187 / -9.9595 eV. The calculation puts the molar mass at 1062.4 g/mol. The value obtained for the highest occupied orbital energy (alpha / beta) is -13.429 / -13.205 eV. As for the multiplicity: 4.



An isolated molecule of C5H3NO, computed with ωB97M-V/def2-TZVPD.

Atoms and positions in Å:
N  3.340  -0.018  -0.246
C  2.185  -0.080  -0.241
C  0.767  -0.106  -0.219
C  -0.133  0.898  -0.337
C  -1.366  0.364  0.099
C  -1.160  -0.965  0.319
O  0.146  -1.262  0.139
H  0.003  1.924  -0.645
H  -2.010  1.072  0.569
H  -1.772  -1.825  0.562

Its total charge is 0. Its SMILES is N#Cc1ccco1. The value obtained for the LUMO energy is 0.5368 eV. The calculation puts the molar mass at 93.1 g/mol. The value obtained for the highest occupied orbital energy is -9.456 eV.



A 2-piece molecular cluster, C3H9NO2 overall, computed with ωB97M-V/def2-TZVPD.

Atoms and positions in Å:
C  1.610  -0.364  -3.355
C  1.088  -0.018  -1.963
O  0.237  -0.692  -1.444
H  2.529  0.188  -3.550
H  1.804  -1.432  -3.372
H  0.833  -0.049  -4.044
H  1.508  0.889  -1.496
N  -0.617  -0.181  1.677
C  -1.358  0.149  2.892
O  -2.082  1.330  2.667
H  -0.117  -1.058  1.741
H  -1.321  -0.358  0.969
H  -0.640  0.275  3.709
H  -2.059  -0.635  3.185
H  -1.414  1.956  2.385

Its total charge is 0. Its SMILES is CC=O.NCO. The value obtained for the LUMO energy is 0.9991 eV. The calculation puts the molar mass at 91.1 g/mol. The value obtained for the highest occupied orbital energy is -9.505 eV.



A 3-piece molecular cluster, C18H38ClN5O11P2 overall, computed with ωB97M-V/def2-TZVPD.

Atoms and positions in Å:
N  0.167  -6.614  3.792
C  0.921  -6.461  2.591
O  1.831  -5.679  2.462
C  0.487  -7.355  1.442
C  -0.967  -7.105  0.944
N  -1.610  -5.921  1.491
C  -1.426  -4.584  1.373
N  -0.522  -3.948  0.602
Cl  0.573  -4.629  -0.462
N  -2.275  -3.899  2.130
C  -3.032  -4.844  2.715
N  -2.660  -6.041  2.344
C  -3.381  -7.335  2.849
O  -3.197  -7.576  4.022
O  -4.040  -7.869  1.989
H  0.775  -6.526  4.598
H  -0.542  -5.889  3.830
H  1.174  -7.159  0.622
H  0.609  -8.393  1.750
H  -1.550  -8.002  1.128
H  -0.925  -6.985  -0.137
H  -0.510  -2.943  0.659
H  -3.833  -4.643  3.405
O  -1.228  -1.800  -2.195
P  -2.028  -0.978  -3.122
O  -1.340  -1.032  -4.576
C  -1.268  -2.278  -5.279
C  -2.609  -2.681  -5.861
O  -1.602  0.541  -2.719
C  -0.967  0.852  -1.479
C  0.515  1.077  -1.686
O  -3.499  -0.588  -3.575
C  -4.269  0.502  -3.024
C  -4.181  1.696  -3.944
H  -0.881  -3.056  -4.614
H  -0.542  -2.135  -6.078
H  -3.328  -2.910  -5.071
H  -2.503  -3.565  -6.490
H  -3.028  -1.870  -6.456
H  -1.149  0.076  -0.736
H  -1.430  1.769  -1.106
H  0.984  0.207  -2.147
H  1.013  1.286  -0.738
H  0.678  1.920  -2.357
H  -3.958  0.738  -2.009
H  -5.302  0.157  -2.970
H  -3.151  2.021  -4.074
H  -4.765  2.525  -3.545
H  -4.562  1.440  -4.933
O  1.250  4.825  0.677
P  2.218  5.533  1.532
O  2.774  6.812  0.729
C  1.874  7.865  0.367
C  1.503  8.731  1.556
O  3.534  4.575  1.457
C  3.456  3.224  1.007
C  3.968  3.110  -0.412
O  2.523  6.047  3.007
C  3.218  5.287  4.017
C  4.659  5.729  4.077
H  0.981  7.443  -0.103
H  2.391  8.463  -0.383
H  0.911  8.168  2.281
H  0.917  9.592  1.234
H  2.398  9.081  2.069
H  2.441  2.837  1.092
H  4.085  2.630  1.675
H  3.415  3.766  -1.085
H  3.881  2.084  -0.775
H  5.015  3.410  -0.463
H  3.120  4.217  3.851
H  2.727  5.509  4.966
H  5.159  5.585  3.121
H  5.196  5.170  4.844
H  4.719  6.793  4.311

Its total charge is 0. The value obtained for the LUMO energy is 0.2811 eV. The calculation puts the molar mass at 597.9 g/mol. The value obtained for the highest occupied orbital energy is -9.036 eV.



A 2-piece molecular cluster, C9H14 overall, computed with ωB97M-V/def2-TZVPD.

Atoms and positions in Å:
C  0.926  -3.275  -0.716
C  -0.174  -2.236  -0.814
C  -1.494  -2.622  -1.046
C  -2.524  -1.675  -1.102
C  -2.222  -0.321  -1.150
C  -0.897  0.046  -1.091
C  0.092  -0.882  -0.779
H  1.250  -3.451  -1.750
H  0.528  -4.222  -0.377
H  1.794  -2.917  -0.171
H  -1.808  -3.660  -1.065
H  -3.524  -2.087  -1.133
H  -2.925  0.396  -1.553
H  -0.663  1.097  -1.209
H  1.089  -0.492  -0.610
C  1.637  2.834  1.268
C  1.069  3.741  2.340
H  0.854  2.781  0.503
H  2.583  3.188  0.893
H  1.721  1.809  1.623
H  0.137  3.319  2.726
H  0.875  4.749  1.970
H  1.675  3.879  3.242

Its total charge is 0. Its SMILES is Cc1ccccc1.CC. The value obtained for the LUMO energy is 1.0261 eV. The calculation puts the molar mass at 122.2 g/mol. The value obtained for the highest occupied orbital energy is -9.062 eV.